Entry 1:
Density functional theory data (ωB97M-V/def2-TZVPD) for a cluster of 2 separate species, C7H10 in total.

Its HOMO-LUMO gap is 8.6 eV. For the energy relative to the best compared isomer or geometry (same formula, charge and spin), the calculation gives 127.9 kcal/mol. As for the HOMO energy: -0.2765 Eh. The calculation puts the LUMO energy at 0.04086 Eh.

ORCA input file:
```
! RIJCOSX wB97M-V def2-TZVPD def2/J DEFGRID3
* xyz 0 1
C 0.87 1.88 -1.24
C 1.22 0.77 -1.89
C -0.37 0.67 0.44
C -1.45 -0.23 -0.09
C -1.12 -0.81 1.26
C 0.09 -1.69 1.17
C 0.39 -0.22 1.24
H -0.03 2.44 -1.48
H 1.48 2.30 -0.45
H 0.61 0.36 -2.69
H 2.13 0.22 -1.64
H -2.40 0.30 -0.20
H -1.29 -0.93 -0.91
H -1.74 -0.75 2.14
H 0.25 -2.22 0.23
H 0.36 -2.24 2.06
H 0.99 0.16 2.06
*
```

Here is what Mulliken gives for the atomic charges, in e: -0.459 -0.520 -0.486 -0.380 -0.172 -0.612 0.050 0.246 0.256 0.259 0.250 0.229 0.235 0.327 0.210 0.260 0.305

Entry 2:
Density functional theory data (ωB97M-V/def2-TZVPD) for a structure of composition C34H28AlClF3O6.

Its HOMO-LUMO gap is 5.6 eV. As for the HOMO energy: -0.1997 Eh. The calculation puts the LUMO energy at 0.00515 Eh.

ORCA input file:
```
! RIJCOSX wB97M-V def2-TZVPD def2/J DEFGRID3
* xyz -1 1
C -7.05 -2.92 0.42
Al -6.77 -2.33 -1.51
C -8.34 -1.34 -2.36
C -9.16 -0.40 -1.39
C -10.15 -1.14 -0.41
Cl -10.77 -2.74 -0.99
C -5.16 -1.07 -1.55
O -3.90 -1.73 -1.23
O -3.01 -0.76 -0.74
C -6.43 -4.02 -2.64
F -7.67 -4.59 -3.00
F -5.79 -3.81 -3.85
F -5.76 -4.99 -1.88
H -6.15 -2.61 1.02
H -7.12 -4.04 0.44
H -7.95 -2.48 0.93
H -7.89 -0.65 -3.15
H -8.96 -2.09 -2.92
H -9.77 0.33 -1.99
H -8.41 0.23 -0.82
H -11.06 -0.47 -0.30
H -9.76 -1.25 0.64
H -5.29 -0.19 -0.85
H -5.10 -0.61 -2.59
H -3.03 0.03 -1.31
C -0.19 -4.61 0.27
C -1.16 -3.62 0.29
C -0.89 -2.39 0.88
C 0.36 -2.16 1.46
C 1.33 -3.17 1.46
C 1.05 -4.39 0.85
C 2.64 -2.96 2.11
O 3.48 -3.84 2.11
C 2.91 -1.67 2.78
C 4.11 -1.47 3.45
C 4.38 -0.26 4.07
C 3.44 0.77 4.01
C 2.24 0.58 3.35
C 1.96 -0.64 2.74
C 0.65 -0.84 2.07
O -0.16 0.06 2.03
H -0.41 -5.57 -0.20
H -2.14 -3.79 -0.15
H -1.65 -1.62 0.89
H 1.80 -5.18 0.83
H 4.85 -2.27 3.49
H 5.32 -0.11 4.59
H 3.66 1.72 4.49
H 1.51 1.39 3.32
C 3.31 1.21 -0.01
C 3.06 1.43 -1.37
C 3.84 2.33 -2.09
C 4.86 3.03 -1.45
C 5.10 2.83 -0.09
C 4.33 1.91 0.62
C 6.15 3.60 0.61
O 6.36 3.43 1.80
C 6.94 4.59 -0.16
C 7.89 5.37 0.50
C 8.64 6.29 -0.21
C 8.45 6.44 -1.58
C 7.50 5.68 -2.24
C 6.73 4.76 -1.53
C 5.69 3.97 -2.23
O 5.52 4.10 -3.43
H 2.71 0.50 0.54
H 2.26 0.89 -1.86
H 3.64 2.49 -3.14
H 4.52 1.74 1.68
H 8.05 5.25 1.57
H 9.38 6.90 0.30
H 9.04 7.16 -2.14
H 7.35 5.80 -3.30
*
```

Here is what Mulliken gives for the atomic charges, in e: -0.885 -0.237 -0.888 -0.459 -0.538 -0.218 -0.552 -0.096 -0.357 0.654 -0.283 -0.277 -0.277 0.239 0.283 0.193 0.297 0.439 0.330 0.161 0.355 0.247 0.363 0.259 0.266 -0.528 -0.467 -0.812 0.235 0.260 -0.560 0.484 -0.695 0.491 -0.780 -0.331 -0.618 -0.369 -0.118 0.694 -0.660 0.407 0.555 0.611 0.460 0.475 0.412 0.416 0.444 0.273 -0.773 -0.654 0.219 -0.127 -0.495 0.463 -0.683 0.187 -0.499 -0.474 -0.452 -0.561 0.119 0.662 -0.672 0.309 0.460 0.468 0.503 0.456 0.390 0.392 0.462

Entry 3:
Density functional theory data (ωB97M-V/def2-TZVPD) for a cluster of 2 separate species, C10H7F5 in total.

Its HOMO-LUMO gap is 8.7 eV. For the energy relative to the best compared isomer or geometry (same formula, charge and spin), the calculation gives 22.5 kcal/mol. As for the HOMO energy: -0.3190 Eh. The calculation puts the LUMO energy at -0.00037 Eh.

ORCA input file:
```
! RIJCOSX wB97M-V def2-TZVPD def2/J DEFGRID3
* xyz 0 1
C -2.83 -0.71 0.85
C -2.52 -0.88 -0.45
C -2.02 -0.13 1.83
C -1.18 -0.64 -0.81
C -0.80 0.47 1.37
C -0.37 0.10 -0.02
C 1.36 1.32 -1.59
C 0.95 0.48 -0.37
C 1.74 1.77 -0.20
C 2.00 -1.48 -0.03
F 3.08 1.75 0.18
F 1.19 2.79 0.38
F 1.22 -2.31 -0.77
F 3.26 -1.33 -0.53
F 1.98 -1.76 1.25
H -3.75 -1.06 1.12
H -3.08 -1.42 -1.09
H -2.38 0.20 2.86
H -0.84 -1.00 -1.72
H -0.05 0.92 1.98
H 2.37 1.06 -1.97
H 0.67 1.85 -2.27
*
```

Here is what Mulliken gives for the atomic charges, in e: -0.153 -1.048 -0.705 0.041 -0.331 -0.086 -0.934 0.003 1.020 0.724 -0.307 -0.288 -0.216 -0.218 -0.207 0.443 0.456 0.284 0.539 0.388 0.293 0.303